Entry from the Open Molecules 2025 dataset: C39H55BN9O4S4Tl as an isolated structure (ωB97M-V/def2-TZVPD).

For the highest occupied orbital energy, the calculation gives -12.465 eV. The multiplicity is 1. Its net charge is +2. For the orbital gap, the calculation gives 5.32 eV.

Each line ends with the Mulliken charge.
CARTESIAN COORDINATES (ANGSTROEM)
Tl  -1.4285  -1.1464  -1.2314  1.349
C  3.9185  -2.6257  -0.3646  -1.524
C  3.1061  -1.7859  0.5637  -0.244
C  3.3964  -1.6432  1.8857  -0.601
C  2.5655  -0.8505  2.7342  0.085
N  1.5524  -0.2097  2.2435  -0.629
N  1.2938  -0.2906  0.9210  0.723
B  0.3630  0.7576  0.4948  -1.835
N  0.7506  1.6571  -0.5904  0.836
N  2.0692  1.9361  -0.6146  -0.748
C  2.4761  2.9517  -1.3100  0.081
C  1.5463  3.7500  -2.0478  -0.627
C  0.2250  3.4288  -2.0883  0.064
C  -0.7971  4.1809  -2.8707  -1.736
C  -0.1867  2.2842  -1.3386  1.239
S  -1.7583  1.6712  -1.3444  -0.280
C  3.9575  3.2808  -1.2791  2.115
C  4.7329  2.2258  -0.4863  -1.818
C  4.1268  4.6526  -0.6076  -1.567
C  4.4868  3.3330  -2.7193  -1.723
N  -0.6353  1.2367  1.4708  0.983
N  -0.4658  2.5386  1.7372  -0.579
C  -1.1296  3.0818  2.7153  -0.253
C  -2.0415  2.3037  3.4774  -0.534
C  -2.2481  0.9856  3.1876  0.219
C  -3.2162  0.1300  3.9323  -1.872
C  -1.5147  0.4333  2.0979  0.906
S  -1.7422  -1.1704  1.5807  -0.207
C  -0.8456  4.5558  2.9622  2.198
C  -1.5996  5.0850  4.1806  -2.216
C  0.6675  4.7233  3.1835  -1.451
C  -1.2726  5.3352  1.7070  -1.498
C  1.9502  -1.1076  0.0640  1.428
S  1.3895  -1.3232  -1.5191  -0.120
C  2.8535  -0.6866  4.2157  2.053
C  4.2220  -0.0018  4.3552  -1.622
C  2.8818  -2.0731  4.8730  -1.724
C  1.7811  0.1776  4.8845  -1.896
H  4.7382  -3.1118  0.1585  0.471
H  4.3254  -2.0152  -1.1731  0.334
H  3.2868  -3.3828  -0.8319  0.186
H  4.2563  -2.1530  2.3004  0.502
H  1.9063  4.6090  -2.5989  0.500
H  -0.3599  5.0366  -3.3789  0.469
H  -1.6012  4.5215  -2.2155  0.355
H  -1.2533  3.5188  -3.6099  0.368
H  4.3896  2.1826  0.5476  0.304
H  5.7936  2.4749  -0.4901  0.524
H  4.6049  1.2374  -0.9311  0.292
H  3.7008  4.6531  0.3975  0.256
H  3.6547  5.4463  -1.1889  0.372
H  5.1885  4.8856  -0.5278  0.467
H  4.3199  2.3833  -3.2306  0.371
H  5.5579  3.5325  -2.7061  0.466
H  4.0104  4.1266  -3.2965  0.357
H  -2.5921  2.7631  4.2867  0.640
H  -3.6696  0.6769  4.7551  0.435
H  -2.7215  -0.7605  4.3233  0.390
H  -4.0013  -0.2129  3.2550  0.384
H  -1.3275  4.5436  5.0888  0.472
H  -2.6809  5.0348  4.0397  0.448
H  -1.3376  6.1312  4.3328  0.404
H  0.9885  4.1912  4.0818  0.352
H  0.9040  5.7793  3.3137  0.448
H  1.2256  4.3375  2.3308  0.158
H  -2.3493  5.2509  1.5466  0.375
H  -0.7572  4.9507  0.8258  0.221
H  -1.0275  6.3905  1.8268  0.457
H  5.0254  -0.6127  3.9404  0.370
H  4.4398  0.1618  5.4105  0.470
H  4.2244  0.9674  3.8531  0.325
H  3.6686  -2.7037  4.4558  0.357
H  1.9237  -2.5804  4.7457  0.364
H  3.0742  -1.9689  5.9403  0.472
H  1.7464  1.1715  4.4370  0.334
H  2.0064  0.2822  5.9454  0.539
H  0.7951  -0.2785  4.7801  0.301
O  -3.7831  -0.8023  -1.4281  -0.587
C  -4.4851  -0.8395  -2.4479  -0.476
C  -4.0670  -0.8048  -3.8130  1.245
C  -5.0726  -0.8761  -4.7892  -0.432
C  -4.7542  -0.9262  -6.1163  -0.554
C  -3.4135  -0.9569  -6.5341  -0.434
C  -2.4131  -0.9014  -5.6070  -0.721
C  -2.6888  -0.7753  -4.2166  0.042
O  -1.7000  -0.5991  -3.4094  -0.437
N  -5.8233  -0.9698  -7.1147  1.013
O  -5.4924  -0.9893  -8.2836  -0.607
O  -6.9702  -0.9824  -6.7082  -0.607
H  -5.5733  -0.9295  -2.3039  0.330
H  -6.1175  -0.8934  -4.5047  0.546
H  -3.2039  -1.0372  -7.5914  0.524
H  -1.3717  -0.9095  -5.8989  0.475
C  -0.0953  -6.7711  -0.6573  -1.269
N  -0.5128  -5.5852  -1.3980  0.204
C  0.5757  -4.8302  -1.9997  -1.159
C  -1.7729  -5.1611  -1.3915  0.444
S  -2.2546  -3.6161  -2.0122  -0.213
N  -2.7514  -5.9774  -0.9565  0.109
C  -3.9817  -5.4382  -0.3764  -0.952
C  -2.8545  -7.3793  -1.3564  -1.091
H  0.8778  -6.5713  -0.2111  0.391
H  0.0045  -7.6399  -1.3090  0.364
H  -0.8033  -6.9968  0.1357  0.425
H  1.1956  -5.4993  -2.5968  0.367
H  1.1914  -4.3868  -1.2140  0.428
H  0.1880  -4.0432  -2.6359  0.285
H  -3.7694  -4.5245  0.1686  0.285
H  -4.3726  -6.1850  0.3142  0.357
H  -4.7394  -5.2314  -1.1341  0.326
H  -1.9953  -7.6962  -1.9383  0.348
H  -3.7434  -7.4965  -1.9796  0.391
H  -2.9638  -8.0195  -0.4806  0.359

Force components x, y, z for each atom (eV/Å):
-0.4 0.0 -0.5
0.0 0.0 0.0
0.1 0.0 0.1
-0.1 0.0 -0.2
0.0 0.0 0.0
-0.1 0.3 0.3
0.5 -0.6 -0.1
0.1 0.2 0.0
-0.2 0.3 -0.4
0.4 -0.1 0.3
0.0 -0.1 0.1
-0.2 -0.1 0.0
0.2 0.2 0.0
0.0 0.0 0.0
-0.1 -0.2 0.2
0.2 -0.4 0.1
0.1 0.0 0.0
-0.1 0.0 -0.1
0.0 0.0 0.0
-0.1 0.0 0.1
-0.5 -0.1 0.5
0.3 0.1 -0.1
-0.1 -0.1 0.1
0.0 -0.1 -0.1
0.0 0.1 0.0
0.0 0.0 0.0
0.2 0.2 -0.1
0.2 -0.3 -0.9
0.1 0.1 -0.1
0.0 -0.1 -0.1
-0.1 -0.1 0.0
0.0 -0.1 0.1
-0.2 0.1 0.1
-0.8 0.2 0.0
0.0 0.0 0.1
0.0 0.0 0.0
0.0 0.0 -0.1
0.0 -0.1 -0.1
0.0 0.0 0.0
0.0 0.0 0.0
0.1 0.0 0.0
0.0 0.0 0.0
0.0 0.0 0.0
0.0 0.0 0.0
0.0 0.0 0.0
0.0 0.0 0.0
0.0 0.0 0.0
0.0 0.0 0.0
0.0 0.0 0.0
0.0 0.0 0.0
0.0 0.0 0.0
0.0 0.0 0.0
0.0 0.0 0.0
0.0 0.0 0.0
0.0 0.0 0.0
0.0 0.0 0.0
0.0 0.0 0.0
0.0 0.0 0.0
0.0 0.0 0.0
0.0 0.0 0.0
0.0 0.0 0.0
0.0 0.0 0.0
0.0 0.0 0.0
0.0 0.0 0.0
0.0 0.0 0.0
0.0 0.0 0.0
0.0 0.0 0.0
0.0 0.0 0.0
0.0 0.0 0.0
0.0 0.0 0.0
0.0 0.0 0.0
0.0 0.0 0.0
0.0 0.0 0.0
0.0 0.0 0.0
0.0 0.0 0.0
0.0 0.0 0.0
0.0 0.0 0.0
0.2 -0.1 0.3
-0.2 0.0 -0.2
0.5 -0.1 0.0
-0.3 0.0 -0.2
0.2 0.0 0.2
-0.2 0.0 0.0
0.1 0.1 0.2
-0.4 0.0 -0.2
0.6 -0.3 0.6
-0.2 0.0 -0.1
0.0 0.0 0.2
0.2 0.0 -0.1
0.0 0.1 0.1
0.0 0.0 0.0
0.0 0.0 0.0
0.0 0.0 0.0
0.2 -0.1 0.1
-0.1 0.0 0.0
0.1 -0.1 -0.1
0.0 0.2 0.2
-0.1 0.5 0.2
0.0 0.2 0.0
-0.1 0.0 -0.1
0.0 -0.2 0.0
0.0 0.0 0.0
0.0 0.0 0.0
0.0 0.0 0.0
0.0 0.0 0.0
0.0 0.0 0.0
0.0 0.0 0.0
0.0 0.0 0.0
0.0 0.0 0.0
0.0 0.0 0.0
-0.1 0.1 0.0
0.0 0.0 0.0
0.1 0.0 0.0